Density functional theory data (ωB97M-V/def2-TZVPD) for one molecule with the formula C21H22N4O4.

Structure (XYZ):
```
51
Properties=species:S:1:pos:R:3:forces:R:3:lowdin_charge:R:1
H 0.859735 3.515198 0.352292 0.129 0.063 -0.015 0.113
H 1.996036 4.211555 -2.410410 -0.100 0.016 -0.040 0.121
H -1.342837 3.970090 -1.401170 0.177 -0.051 -0.104 0.133
N 2.247639 2.274256 -0.495636 0.289 0.232 0.022 0.066
C 0.182778 -5.099287 2.735182 -0.116 0.036 -0.072 -0.076
C 2.127736 -0.114106 -0.728730 -0.065 0.159 -0.004 -0.035
H -0.252394 -0.993709 -1.098396 0.024 0.187 -0.092 0.133
H -3.038933 2.930839 -2.651534 0.112 -0.045 -0.058 0.134
C -1.875129 3.095513 1.681897 0.049 0.013 0.297 -0.084
C -0.447224 -4.338445 1.778059 0.068 -0.023 0.053 -0.015
C -2.642814 0.524045 0.839984 0.015 0.245 0.148 -0.016
H 2.955709 2.169017 -1.207027 -0.075 -0.135 0.033 0.149
O 3.448290 -1.626993 1.089521 0.067 -0.007 0.122 0.075
H -1.589990 4.146291 1.740931 -0.018 -0.071 0.050 0.094
H 0.650589 5.046630 -1.603800 0.030 0.065 -0.013 0.114
O 0.636671 2.068190 -2.913314 0.087 -0.411 -0.214 0.057
C -2.403276 1.282440 -1.434960 0.149 0.219 0.081 -0.137
H -3.142446 -1.530909 1.103409 0.021 -0.078 0.070 0.104
H -1.813998 1.875436 -3.397517 -0.140 0.075 0.087 0.124
H -1.056128 2.468383 2.043478 -0.028 0.033 -0.012 0.087
C 0.216981 3.035331 -2.305097 0.178 0.777 0.014 -0.497
C 1.156167 4.089391 -1.723694 0.000 -0.348 0.124 -0.075
C -2.705814 -0.001038 -1.863567 -0.022 0.045 0.124 -0.050
C -2.946678 -0.747128 0.388922 -0.094 0.045 -0.091 -0.093
C 1.507525 -4.843326 3.090075 0.177 0.042 0.042 -0.079
C -2.989743 -1.014490 -0.965568 -0.095 -0.075 -0.038 -0.109
C 0.240250 -3.294868 1.147949 0.639 -0.050 0.283 -0.214
H 1.913409 -0.116396 -1.801988 0.041 0.011 0.079 0.139
N -0.402655 -2.548426 0.194138 -0.447 0.021 -0.311 0.139
H -2.608416 0.707798 1.901142 0.024 0.041 0.113 0.107
C 2.199161 -3.820909 2.482767 0.030 0.032 -0.025 -0.010
O 0.578290 1.192498 0.584136 -0.305 -0.050 0.117 0.094
N 1.542522 -1.269646 -0.096975 0.380 -0.083 0.156 0.024
O -2.131388 2.843468 0.319287 -0.138 -0.161 -0.271 -0.111
C -2.126477 2.353573 -2.465642 -0.079 -0.093 0.025 -0.106
H 3.207098 -0.156989 -0.554963 -0.203 0.031 -0.110 0.132
H 1.987472 -5.450222 3.843128 0.049 -0.035 0.053 0.101
N -1.086213 3.289920 -2.099310 -0.332 0.166 -0.051 0.074
H -2.766721 2.935897 2.296412 0.031 0.010 -0.030 0.094
C 1.576400 -3.038744 1.507070 -0.384 -0.248 0.092 -0.065
C 1.547912 1.174373 -0.141441 0.573 -0.243 -0.087 -0.451
C 1.678362 3.595053 -0.366375 -0.033 0.167 -0.007 -0.156
H -0.351314 -5.903831 3.219683 -0.055 -0.057 0.024 0.103
H 3.224695 -3.599526 2.737751 0.076 0.008 0.031 0.118
C -2.383950 1.551444 -0.059877 -0.108 -0.219 -0.227 -0.231
H 2.435225 4.282564 0.022898 -0.156 -0.024 0.010 0.122
H -2.715596 -0.204644 -2.924954 0.018 -0.010 -0.130 0.115
H -3.218164 -2.006838 -1.319353 0.007 -0.120 -0.028 0.103
C 2.297013 -1.948345 0.863244 0.091 0.069 -0.120 -0.357
H -1.470453 -4.522556 1.491357 -0.114 -0.015 -0.046 0.109
C 0.249575 -1.596412 -0.353403 -0.422 -0.154 -0.054 -0.113
```
Forces are in eV/Å.

For the energy above the lowest of the compared OMol25 structures with the same formula, charge and spin, the calculation gives 9.62 kcal per mole. The electronic energy is -36286.479 eV. As for the frontier orbital gap: 8.97 eV. The LUMO energy is 0.62 eV. As for the HOMO energy: -8.35 eV. As for the strongest force on any atom: 0.0155 Eh/bohr. Its total charge is 0. As for the structure (SMILES): COc1ccccc1CNC(=O)CCNC(=O)Cn1cnc2ccccc2c1=O.